Density functional theory data (the ωB97M-V functional and the def2-TZVPD basis) for the ion C6H7I2N2O2 with charge +1 in a non-equilibrium geometry.

Values from the calculation:
**Charge**: +1
**HOMO**: -12.753 eV
**LUMO energy**: -3.89 eV
**Electronic energy**: -29601.026 eV
**Kohn-Sham gap**: 8.858 eV

CARTESIAN COORDINATES (ANGSTROEM)
N 1.481 -0.913 1.730
C 0.800 -0.776 0.430
C -0.307 -1.268 -0.104
C -0.820 -0.290 -1.123
C 0.418 0.281 -1.741
C 1.065 0.580 -0.381
I 3.054 1.476 -0.163
O 0.052 1.466 0.127
N -1.167 0.997 -0.358
C -2.170 1.144 0.574
O -2.157 1.797 1.547
I -3.899 0.114 -0.147
H 2.510 -0.386 1.561
H 1.545 -1.874 2.114
H 0.937 -0.268 2.303
H -0.990 -2.219 0.131
H -1.623 -0.644 -1.845
H 0.114 1.182 -2.359
H 1.157 -0.400 -2.295